Arrangement P

{
  "formula": "C10H16O",
  "method": "ωB97M-V/def2-TZVPD",
  "multiplicity": 1,
  "homo_energy_ha": -0.311,
  "e_lumo_ev": 0.858,
  "orbital_gap_ha": 0.343,
  "smiles": "Cc1ccc(O)cc1.CCC",
  "elements": ["C", "C", "C", "C", "C", "C", "C", "O", "H", "H", "H", "H", "H", "H", "H", "H", "C", "C", "C", "H", "H", "H", "H", "H", "H", "H", "H"],
  "positions_angstrom": [[-0.5811, -0.3584, 3.7140], [-1.1983, 0.4202, 1.2488], [-0.7494, -0.5790, 2.1619], [-1.3999, 0.1071, -0.0670], [-1.6164, -1.1856, -0.4874], [-1.0237, -1.9309, 1.7245], [-1.3983, -2.2302, 0.4803], [-2.2795, -1.4127, -1.6918], [-1.1492, 1.5011, 1.5332], [-1.5408, 1.0490, -0.6095], [0.1742, -1.0712, 4.0719], [-1.4283, -0.6187, 4.3804], [-1.0048, -2.8260, 2.4446], [-1.7979, -1.0004, -2.4501], [-1.6440, -3.2164, 0.1292], [-0.3727, 0.6033, 3.8921], [1.9753, 1.5955, -1.5285], [2.2363, 0.0703, -1.4264], [0.8663, 1.9114, -2.4264], [1.9982, 2.1210, -0.6247], [2.9064, 2.0394, -2.0647], [2.3102, -0.2330, -0.3136], [1.2598, 2.6781, -3.0504], [0.8315, 1.0710, -3.2445], [0.0013, 2.2446, -2.0332], [1.3777, -0.6548, -1.8476], [3.2471, -0.0947, -1.9151]]
}

Arrangement Q

{
  "formula": "C10H16O",
  "method": "ωB97M-V/def2-TZVPD",
  "multiplicity": 1,
  "homo_energy_ha": -0.307,
  "e_lumo_ev": 0.790,
  "orbital_gap_ha": 0.336,
  "smiles": "Cc1ccc(O)cc1.CCC",
  "elements": ["C", "C", "C", "H", "H", "H", "H", "H", "H", "H", "H", "C", "C", "C", "C", "C", "C", "C", "O", "H", "H", "H", "H", "H", "H", "H", "H"],
  "positions_angstrom": [[0.0448, -0.5552, 3.7003], [1.3336, -0.6962, 2.9217], [-1.2404, -0.9889, 3.0088], [0.1294, -0.8636, 4.7496], [-0.0777, 0.5091, 3.9759], [1.7623, 0.3032, 2.7609], [-1.6360, -1.8707, 3.5174], [-2.0050, -0.2174, 3.0343], [1.2209, -1.0351, 1.8893], [2.1759, -1.3018, 3.2660], [-1.1078, -1.2746, 1.9660], [-2.2678, 2.0565, -1.1699], [1.0809, -0.5618, -1.4738], [0.0412, -0.6303, -2.4028], [1.0934, 0.4725, -0.5409], [-1.0592, 0.2079, -2.3940], [0.0023, 1.3529, -0.5067], [-1.0753, 1.1220, -1.3235], [2.1162, -1.4342, -1.6828], [0.1286, -1.4393, -3.1204], [2.5836, -1.6118, -0.8323], [1.9636, 0.6177, 0.0891], [-1.8916, 0.0745, -3.0654], [-0.0205, 2.2116, 0.1482], [-3.1443, 1.6266, -1.6489], [-2.0040, 3.0262, -1.6113], [-2.4567, 2.3553, -0.1368]]
}

Arrangement R

{
  "formula": "C10H16O",
  "method": "ωB97M-V/def2-TZVPD",
  "multiplicity": 1,
  "homo_energy_ha": -0.305,
  "e_lumo_ev": 0.876,
  "orbital_gap_ha": 0.337,
  "smiles": "Cc1ccc(O)cc1.CCC",
  "elements": ["C", "C", "C", "H", "H", "H", "H", "H", "H", "H", "H", "C", "C", "C", "C", "C", "C", "C", "O", "H", "H", "H", "H", "H", "H", "H", "H"],
  "positions_angstrom": [[-0.0596, -2.4545, -0.8797], [-1.3180, -2.6089, -0.0409], [-0.3011, -2.6320, -2.3836], [0.4372, -1.5068, -0.6908], [0.7112, -3.2065, -0.6772], [-2.1952, -2.5343, -0.6836], [0.0339, -1.8101, -3.0124], [0.1532, -3.5180, -2.8344], [-1.3321, -1.9261, 0.7958], [-1.3715, -3.5697, 0.5090], [-1.3292, -2.6767, -2.7751], [-1.4358, 3.2489, 1.4867], [1.7350, 0.6718, 0.4236], [1.6550, 1.0844, 1.7772], [0.8832, 1.0720, -0.5879], [0.5973, 1.9363, 2.0201], [0.0300, 2.1397, -0.3267], [-0.1950, 2.5325, 0.9778], [2.5112, -0.4291, 0.2050], [2.5496, 0.8595, 2.3407], [2.7861, -0.6260, -0.6764], [0.9404, 0.6278, -1.5762], [0.2920, 2.3917, 2.9607], [-0.5744, 2.5367, -1.1385], [-2.3064, 2.6367, 1.7112], [-1.7354, 3.9504, 0.6916], [-1.1615, 3.8103, 2.3839]]
}

Arrangement S

{
  "formula": "C10H16O",
  "method": "ωB97M-V/def2-TZVPD",
  "multiplicity": 1,
  "homo_energy_ha": -0.314,
  "e_lumo_ev": 0.849,
  "orbital_gap_ha": 0.346,
  "smiles": "CCc1ccc(O)cc1.CC",
  "elements": ["C", "C", "H", "H", "H", "H", "H", "H", "C", "C", "C", "C", "C", "C", "C", "C", "O", "H", "H", "H", "H", "H", "H", "H", "H", "H", "H"],
  "positions_angstrom": [[2.6419, -0.8644, 0.2308], [3.8975, -0.7587, -0.6135], [2.6490, -0.0813, 0.9812], [1.7082, -0.7148, -0.3194], [2.4836, -1.8032, 0.7626], [3.7476, -0.9748, -1.6740], [4.7037, -1.3976, -0.2542], [4.3330, 0.2428, -0.6014], [-0.9641, -1.3752, -0.8524], [-2.3590, -1.7420, -1.3440], [-0.9662, -0.0736, -0.0836], [-1.0496, -0.0445, 1.3042], [-0.9135, 1.1134, -0.8076], [-1.1755, 1.1830, 1.9385], [-1.1224, 2.3287, -0.1680], [-1.1911, 2.3727, 1.2162], [-1.4212, 3.5725, 1.8330], [-0.6027, -2.2042, -0.2457], [-0.2415, -1.3081, -1.6458], [-3.1001, -0.9930, -1.1125], [-0.9144, -0.9711, 1.8486], [-0.5257, 1.0148, -1.8121], [-1.0840, 1.3189, 3.0164], [-1.1645, 3.2077, -0.8008], [-2.0601, 3.5166, 2.5454], [-2.8174, -2.6483, -0.9435], [-2.4913, -1.9163, -2.3986]]
}

arrangement S is preferred energetically. Next in line: 4.0 kcal/mol higher.

Arrangement P

{
  "formula": "C10H16O",
  "method": "ωB97M-V/def2-TZVPD",
  "multiplicity": 1,
  "homo_energy_ha": -0.308,
  "e_lumo_ev": 0.845,
  "orbital_gap_ha": 0.339,
  "smiles": "Cc1ccc(O)cc1.CCC",
  "elements": ["C", "C", "C", "C", "C", "C", "C", "O", "H", "H", "H", "H", "H", "H", "H", "H", "C", "C", "C", "H", "H", "H", "H", "H", "H", "H", "H"],
  "positions_angstrom": [[1.5570, 1.2345, 1.2440], [-1.7389, 2.0739, -0.1752], [-1.6334, 1.6383, -1.4898], [-0.7529, 1.8672, 0.7103], [0.5284, 1.2776, 0.2109], [-0.5112, 1.0521, -1.9880], [0.6372, 1.0563, -1.1242], [-2.7945, 1.6770, -2.2139], [-2.7323, 2.4169, 0.1352], [-0.8295, 2.1349, 1.7487], [-0.3408, 0.7000, -2.9958], [-2.9769, 0.8621, -2.6850], [1.7389, 2.2363, 1.5920], [2.4736, 0.7039, 1.0360], [1.5490, 0.6179, -1.5156], [1.0824, 0.6631, 2.0531], [1.8015, -3.4497, 1.5783], [1.4638, -2.0182, 1.1558], [0.6226, -4.2723, 1.1058], [2.6714, -3.8435, 1.0399], [2.0812, -3.4956, 2.6332], [0.7851, -1.6947, 1.9094], [0.7655, -4.7936, 0.1014], [1.1073, -1.9991, 0.0788], [2.3076, -1.3004, 1.2016], [0.3212, -5.1636, 1.6437], [-0.3221, -3.7209, 1.1225]]
}

Arrangement Q

{
  "formula": "C10H16O",
  "method": "ωB97M-V/def2-TZVPD",
  "multiplicity": 1,
  "homo_energy_ha": -0.337,
  "e_lumo_ev": 0.800,
  "orbital_gap_ha": 0.366,
  "smiles": "Cc1ccccc1.CC(C)O",
  "elements": ["C", "C", "C", "C", "C", "C", "C", "H", "H", "H", "H", "H", "H", "H", "H", "C", "C", "C", "O", "H", "H", "H", "H", "H", "H", "H", "H"],
  "positions_angstrom": [[-0.4958, -2.6030, -2.6516], [0.7414, -1.2665, 0.6829], [2.0583, -1.7080, 0.7036], [-0.0730, -1.5509, -0.4009], [0.4063, -2.2787, -1.4852], [2.5517, -2.4291, -0.3707], [1.7268, -2.7096, -1.4544], [0.3801, -0.7110, 1.5419], [2.6943, -1.4811, 1.5481], [-1.0944, -1.1872, -0.3947], [3.5768, -2.7745, -0.3713], [0.0984, -2.8346, -3.5329], [-1.1412, -1.7570, -2.8750], [2.1267, -3.2720, -2.2931], [-1.1228, -3.4652, -2.4293], [-0.7223, 2.3646, 1.1448], [-2.0904, 2.3031, 1.8011], [-0.6394, 3.4337, 0.0746], [0.2994, 2.6626, 2.0980], [-0.5082, 1.3968, 0.6766], [-2.8541, 2.0503, 1.0572], [-0.6841, 4.4210, 0.5357], [0.3082, 3.3630, -0.4670], [-1.4703, 3.3429, -0.6238], [0.4208, 1.8932, 2.6687], [-2.3627, 3.2633, 2.2407], [-2.1305, 1.5339, 2.5760]]
}

Arrangement R

{
  "formula": "C10H16O",
  "method": "ωB97M-V/def2-TZVPD",
  "multiplicity": 1,
  "homo_energy_ha": -0.309,
  "e_lumo_ev": 0.816,
  "orbital_gap_ha": 0.339,
  "smiles": "Cc1ccc(O)cc1.CCC",
  "elements": ["C", "C", "C", "H", "H", "H", "H", "H", "H", "H", "H", "C", "C", "C", "C", "C", "C", "C", "O", "H", "H", "H", "H", "H", "H", "H", "H"],
  "positions_angstrom": [[-2.0405, 0.3069, 2.1716], [-2.2330, -1.1086, 2.7431], [-3.2502, 0.7492, 1.3397], [-1.7282, 0.9884, 2.9620], [-1.1117, 0.2931, 1.5839], [-1.5851, -1.8504, 2.2809], [-4.2220, 0.3965, 1.6758], [-3.2517, -1.4797, 2.6937], [-2.0284, -1.0503, 3.8190], [-3.2375, 1.8036, 1.0774], [-3.1138, 0.2432, 0.3710], [1.1941, -1.0540, -3.5444], [2.1603, 0.8131, 0.2018], [1.0988, 1.2245, -0.5542], [2.9788, -0.2102, -0.3288], [0.8190, 0.7573, -1.8311], [2.6931, -0.7154, -1.5738], [1.4935, -0.3970, -2.2484], [2.4800, 1.2203, 1.4624], [0.4199, 1.9207, -0.0563], [2.2112, 2.1141, 1.6262], [3.8281, -0.5949, 0.2214], [-0.1036, 0.9686, -2.3505], [3.2411, -1.5385, -2.0159], [1.9057, -1.8664, -3.7167], [1.1929, -0.4394, -4.4424], [0.1890, -1.4946, -3.5676]]
}

arrangement Q is preferred energetically. Next in line: 17.7 kcal/mol higher.

Arrangement P

{
  "formula": "C10H16O",
  "method": "ωB97M-V/def2-TZVPD",
  "multiplicity": 1,
  "homo_energy_ha": -0.313,
  "e_lumo_ev": 0.851,
  "orbital_gap_ha": 0.344,
  "smiles": "CCc1ccc(O)cc1.CC",
  "elements": ["C", "C", "C", "C", "C", "C", "C", "C", "O", "H", "H", "H", "H", "H", "H", "H", "H", "H", "H", "C", "C", "H", "H", "H", "H", "H", "H"],
  "positions_angstrom": [[0.5338, 0.8736, 2.5056], [1.0687, -0.0509, 3.5898], [0.9584, 0.2984, 1.1693], [1.9442, 0.6718, 0.2958], [0.1942, -0.8644, 0.7709], [1.9388, 0.1366, -1.0157], [0.3835, -1.5514, -0.3902], [1.2994, -1.0435, -1.3465], [1.2072, -1.5529, -2.6323], [-0.5627, 0.9415, 2.6178], [0.9639, 1.8712, 2.6152], [2.1373, -0.0849, 3.7955], [2.5234, 1.5675, 0.4262], [-0.7828, -0.8729, 1.2906], [2.6540, 0.6130, -1.7021], [-0.3352, -2.3485, -0.5568], [1.1277, -2.5058, -2.5358], [0.9215, -1.0857, 3.2145], [0.5038, -0.0320, 4.5305], [-1.7623, 1.1704, -2.1180], [-2.9196, 0.1547, -2.0217], [-1.0864, 0.8925, -2.9216], [-2.1715, 2.1508, -2.4524], [-1.1767, 1.1668, -1.1934], [-3.8550, 0.4577, -2.4120], [-2.9399, -0.1816, -0.9738], [-2.7678, -0.7922, -2.5494]]
}

Arrangement Q

{
  "formula": "C10H16O",
  "method": "ωB97M-V/def2-TZVPD",
  "multiplicity": 1,
  "homo_energy_ha": -0.314,
  "e_lumo_ev": 0.950,
  "orbital_gap_ha": 0.349,
  "smiles": "CCc1ccc(O)cc1.CC",
  "elements": ["C", "C", "C", "C", "C", "C", "C", "C", "O", "H", "H", "H", "H", "H", "H", "H", "H", "H", "H", "C", "C", "H", "H", "H", "H", "H", "H"],
  "positions_angstrom": [[0.8376, 2.1160, -2.5110], [-0.0411, 3.1962, -1.9459], [0.8056, 0.8139, -1.7248], [-0.3929, 0.1410, -1.5442], [1.9624, 0.2733, -1.1776], [-0.4691, -1.0223, -0.7849], [1.8982, -0.8802, -0.4109], [0.6884, -1.5008, -0.1821], [0.6668, -2.6155, 0.6403], [0.6490, 1.8562, -3.5590], [1.8882, 2.4104, -2.5893], [0.2585, 4.2087, -2.2016], [-1.3080, 0.5541, -1.9460], [2.9150, 0.7384, -1.3776], [-1.4037, -1.5625, -0.7667], [2.7945, -1.2879, 0.0625], [-0.1097, -2.5399, 1.2039], [-0.1626, 3.1468, -0.8664], [-1.0744, 3.1402, -2.2998], [-0.7894, -0.8543, 3.2115], [-1.8069, -1.9115, 2.7586], [-0.6573, -0.0795, 2.4682], [-1.0682, -0.4002, 4.1528], [0.1980, -1.2907, 3.3717], [-1.4079, -2.9117, 2.5459], [-2.3795, -1.6070, 1.8936], [-2.4917, -2.1313, 3.5789]]
}

Arrangement R

{
  "formula": "C10H16O",
  "method": "ωB97M-V/def2-TZVPD",
  "multiplicity": 1,
  "homo_energy_ha": -0.308,
  "e_lumo_ev": 0.910,
  "orbital_gap_ha": 0.341,
  "smiles": "CCc1ccc(O)cc1.CC",
  "elements": ["C", "C", "C", "C", "C", "C", "C", "C", "O", "H", "H", "H", "H", "H", "H", "H", "H", "H", "H", "C", "C", "H", "H", "H", "H", "H", "H"],
  "positions_angstrom": [[-1.8708, 1.0970, -0.3741], [-2.4101, 2.0093, 0.7958], [-0.3652, 1.2303, -0.2584], [0.3913, 2.1800, -0.9275], [0.2660, 0.2185, 0.6639], [1.8142, 2.2183, -0.6702], [1.5908, 0.3427, 0.9251], [2.3106, 1.3025, 0.2002], [3.7009, 1.3550, 0.5817], [-2.3155, 0.0680, -0.3530], [-2.3389, 1.5090, -1.3879], [-1.5793, 2.6852, 1.1103], [-0.1563, 2.7195, -1.7526], [-0.3955, -0.4811, 1.2787], [2.3345, 2.8413, -1.2496], [2.0042, -0.3569, 1.5260], [4.2195, 1.9053, -0.0340], [-2.7350, 1.4951, 1.5897], [-3.2403, 2.5874, 0.3243], [0.5605, -3.4296, -0.0570], [-0.8893, -3.3388, -0.4808], [0.7838, -3.7875, 1.0265], [0.9289, -4.1928, -0.7073], [1.2069, -2.6264, -0.1831], [-1.2397, -4.3069, -0.7258], [-1.4588, -2.7775, 0.2209], [-1.1173, -2.4668, -1.0818]]
}

Arrangement S

{
  "formula": "C10H16O",
  "method": "ωB97M-V/def2-TZVPD",
  "multiplicity": 1,
  "homo_energy_ha": -0.325,
  "e_lumo_ev": 0.911,
  "orbital_gap_ha": 0.359,
  "smiles": "CCc1ccccc1.CCO",
  "elements": ["C", "C", "O", "H", "H", "H", "H", "H", "H", "C", "C", "C", "C", "C", "C", "C", "C", "H", "H", "H", "H", "H", "H", "H", "H", "H", "H"],
  "positions_angstrom": [[0.9668, 0.7630, 2.4116], [-0.0181, -0.3650, 2.2939], [2.3563, 0.1367, 2.2173], [1.2731, 1.4516, 1.6226], [0.6143, 1.2206, 3.3172], [-1.1079, -0.2105, 2.2570], [2.7129, -0.2499, 3.0988], [-0.0942, -1.1246, 3.1618], [0.4137, -0.8507, 1.4641], [0.5452, -1.5891, -1.6366], [0.2291, -2.7867, -0.8170], [-0.1485, -0.3478, -1.3437], [-1.3894, -0.3987, -0.7116], [0.4623, 0.8723, -1.5890], [-2.1330, 0.7208, -0.4484], [-0.3205, 2.0180, -1.3431], [-1.5402, 1.9947, -0.6812], [1.5507, -1.3665, -1.7348], [0.3980, -2.0099, -2.6327], [-0.5826, -3.4602, -1.1034], [-1.9734, -1.2708, -0.4444], [1.3896, 1.1060, -1.9552], [-2.9722, 0.5431, 0.2879], [0.3204, 2.8817, -1.1478], [-2.0105, 2.8799, -0.3286], [0.1341, -2.5376, 0.2946], [1.1605, -3.3845, -0.7038]]
}

arrangement Q is preferred energetically. Next in line: 22.8 kcal/mol higher.